{"formula": "C11H24F6NNaO13S5", "method": "ωB97M-V/def2-TZVPD", "homo_lumo_gap_ev": [10.7187, 4.8428], "mol_weight_g_mol": 675.62, "total_charge": 1, "e_homo_ev": [-13.6, -13.6], "s2": 0.76, "spin_multiplicity": 2, "elements": ["Na", "C", "F", "F", "F", "S", "O", "O", "N", "S", "O", "O", "C", "F", "F", "F", "O", "S", "O", "O", "C", "C", "C", "H", "H", "H", "H", "H", "H", "H", "H", "O", "S", "O", "O", "C", "C", "C", "H", "H", "H", "H", "H", "H", "H", "H", "O", "S", "O", "O", "C", "C", "C", "H", "H", "H", "H", "H", "H", "H", "H"], "coordinates": [[31.65, -10.21, -0.72], [33.56, -12.71, -1.77], [33.73, -12.60, -0.49], [33.49, -11.48, -2.36], [34.49, -13.50, -2.41], [31.86, -13.48, -2.04], [31.98, -14.02, -3.38], [31.72, -14.34, -0.92], [30.88, -12.12, -1.82], [29.59, -12.59, -2.47], [29.50, -12.12, -3.85], [29.18, -13.97, -2.24], [28.22, -11.62, -1.40], [26.92, -11.89, -1.71], [28.44, -11.91, -0.15], [28.52, -10.28, -1.59], [29.88, -6.80, -3.50], [31.20, -7.19, -3.20], [31.60, -7.88, -2.03], [31.81, -8.14, -4.42], [31.05, -9.28, -4.79], [31.97, -9.99, -5.86], [32.35, -5.77, -3.39], [30.13, -9.02, -5.32], [30.76, -9.89, -3.93], [32.67, -10.53, -5.22], [32.39, -9.29, -6.58], [31.43, -10.76, -6.40], [31.77, -4.90, -3.06], [32.56, -5.92, -4.45], [33.21, -5.88, -2.73], [33.90, -9.11, -0.35], [35.26, -8.95, 0.11], [36.36, -8.68, -0.81], [35.24, -7.85, 1.34], [36.51, -7.47, 1.85], [36.16, -6.92, 3.21], [35.68, -10.49, 1.14], [36.96, -6.68, 1.25], [37.14, -8.36, 1.89], [35.09, -6.68, 3.28], [36.75, -6.02, 3.39], [36.44, -7.68, 3.93], [34.94, -10.66, 1.92], [36.74, -10.48, 1.37], [35.55, -11.22, 0.34], [30.50, -8.81, 0.90], [29.63, -7.92, 1.70], [28.22, -8.22, 1.88], [30.27, -7.68, 3.21], [31.65, -7.46, 3.21], [32.27, -8.74, 3.79], [29.71, -6.16, 1.06], [31.84, -6.70, 3.97], [32.10, -7.15, 2.27], [33.34, -8.83, 3.57], [32.00, -9.63, 3.24], [31.98, -8.84, 4.84], [29.31, -6.32, 0.06], [30.65, -5.62, 1.20], [28.91, -5.63, 1.58]], "lowdin_spin": [0.001, -0.003, -0.001, 0.002, -0.001, -0.010, 0.032, 0.077, 0.373, -0.037, 0.337, 0.230, -0.001, 0.001, -0.001, -0.001, 0.000, 0.000, 0.000, 0.000, 0.000, 0.000, 0.000, 0.000, -0.001, 0.000, 0.000, 0.000, 0.000, 0.000, 0.000, 0.000, 0.000, 0.000, 0.000, 0.000, 0.000, 0.000, 0.000, 0.000, 0.000, 0.000, 0.000, 0.000, 0.000, 0.000, 0.000, 0.000, 0.000, 0.000, 0.000, 0.000, 0.000, 0.000, 0.000, 0.000, 0.000, 0.000, 0.000, 0.000, 0.000]}